{"formula": "C35H36LaN7O2", "method": "wB97M-V/def2-TZVPD", "total_charge": 4, "e_lumo_ev": -11.89, "homo_ev": -19.04, "symbols": ["La", "C", "O", "C", "N", "C", "C", "C", "C", "C", "C", "C", "C", "C", "C", "C", "C", "N", "C", "N", "C", "C", "O", "C", "C", "C", "C", "C", "C", "H", "H", "H", "H", "H", "H", "H", "H", "H", "H", "H", "H", "H", "H", "H", "H", "H", "H", "H", "C", "C", "N", "C", "C", "N", "C", "C", "H", "H", "H", "H", "H", "H", "H", "H", "H", "H", "H", "H", "H", "N", "C", "C", "C", "C", "C", "N", "C", "H", "H", "H", "H"], "coordinates": [[0.0386, 0.1804, -0.3937], [-1.7649, 3.7482, 2.3366], [-0.9710, 2.8217, 3.1555], [-0.6440, 1.8218, 2.3948], [-1.1121, 1.7732, 1.1899], [-1.9895, 2.9693, 1.0181], [-1.6971, 3.7507, -0.2458], [-1.9698, 5.1144, -0.2837], [-1.7550, 5.8537, -1.4412], [-1.2603, 5.2419, -2.5846], [-0.9979, 3.8807, -2.5735], [-1.2235, 3.1526, -1.4136], [0.2410, 0.7685, 2.9428], [0.6720, 0.7324, 4.2568], [1.4875, -0.3239, 4.6500], [1.8396, -1.3019, 3.7254], [1.3636, -1.1773, 2.4322], [0.5797, -0.1647, 2.0455], [1.6701, -2.1343, 1.3448], [1.1526, -2.0244, 0.1659], [1.7056, -3.1407, -0.6588], [2.7203, -3.8030, 0.3034], [2.4939, -3.1094, 1.5803], [2.2669, -2.6381, -1.9738], [3.4102, -3.2035, -2.5247], [3.9110, -2.7582, -3.7445], [3.2692, -1.7457, -4.4413], [2.1112, -1.1861, -3.9219], [1.6254, -1.6315, -2.7005], [-1.1727, 4.6506, 2.2141], [-2.6725, 3.9718, 2.8872], [-3.0225, 2.6146, 0.9729], [-2.3718, 5.6181, 0.5880], [-1.9814, 6.9118, -1.4492], [-1.0931, 5.8187, -3.4846], [-0.6363, 3.3940, -3.4706], [-1.0649, 2.0803, -1.4765], [0.3807, 1.5112, 4.9498], [1.8477, -0.3830, 5.6693], [2.4747, -2.1355, 3.9963], [0.8906, -3.8374, -0.8724], [3.7583, -3.6308, 0.0365], [2.5519, -4.8612, 0.4728], [3.9249, -4.0117, -2.0200], [4.8042, -3.2127, -4.1522], [3.6585, -1.4039, -5.3911], [1.5894, -0.4159, -4.4764], [0.6732, -1.2156, -2.3730], [-4.4619, -2.7898, -0.4248], [-3.1165, -2.1125, -0.7690], [-2.4505, -1.5768, 0.4487], [-3.4426, -0.7662, 1.1963], [-4.5851, -1.6500, 1.7488], [-4.4903, -2.9831, 1.0645], [-3.2447, -3.6945, 1.5093], [-2.0579, -2.7250, 1.2990], [-4.5686, -3.7616, -0.9014], [-5.3217, -2.1795, -0.6939], [-3.2998, -1.3014, -1.4730], [-2.4413, -2.8256, -1.2421], [-3.8408, -0.0076, 0.5226], [-2.9424, -0.2597, 2.0187], [-5.5673, -1.2294, 1.5452], [-4.5018, -1.8254, 2.8195], [-5.3061, -3.5469, 1.3125], [-3.1568, -4.6010, 0.9136], [-3.3661, -3.9796, 2.5518], [-1.2349, -3.2564, 0.8265], [-1.7058, -2.3343, 2.2538], [6.3838, 0.0494, -2.1207], [5.5660, 0.7877, -1.7968], [4.4625, 1.6158, -1.3916], [4.5517, 2.9941, -1.2154], [3.4077, 3.6834, -0.8352], [2.2289, 2.9921, -0.6494], [2.1345, 1.6556, -0.8190], [3.2451, 0.9938, -1.1806], [5.4903, 3.5094, -1.3766], [3.4298, 4.7549, -0.6912], [1.3210, 3.5164, -0.3772], [3.1694, -0.0766, -1.3343]]}